[1]
111
Properties=species:S:1:pos:R:3:forces:R:3 method="wB97M-V/def2-TZVPD" multiplicity=1 energy_ev=-94855.987 gap_ha=0.329 homo_ev=-11.80 mol_weight_g_mol=780.51 charge=+1
C -3.44059 -3.77636 -2.36105 0.12 -0.78 -0.52
O -2.38144 -3.04196 -1.72008 -0.23 0.15 0.41
B -2.65998 -1.80370 -1.30785 0.03 -0.18 -0.52
O -3.92439 -1.27969 -1.40504 0.50 0.16 -0.05
N -1.51390 -1.01615 -0.65473 -0.99 -0.22 0.18
P -2.16028 0.02804 0.82143 1.20 0.55 1.09
O -3.17525 1.09119 0.16136 -0.02 -0.57 -0.32
O -3.04095 -1.03254 1.62913 -0.31 -0.21 -0.86
C -0.51301 -1.94218 -0.02147 0.87 0.33 0.41
C 0.81744 -1.21474 0.14229 0.36 -0.42 -0.27
C 1.75698 -1.98943 1.06280 -0.10 -0.02 -0.22
O 2.94095 -1.24274 1.21359 -0.12 -0.20 0.21
C 3.21404 -0.73651 2.49807 0.52 0.26 0.12
O 3.64064 0.59302 2.35997 -0.30 0.01 0.03
C 2.93074 1.50689 3.17877 -0.01 0.17 0.21
C 1.49307 1.73371 2.72501 -0.36 -0.37 0.16
O 1.10387 3.04164 3.10575 0.20 -0.08 -0.13
C 1.41896 -1.15461 -1.26698 -0.79 -0.11 0.16
C 0.42541 -0.47738 -2.24527 0.62 0.51 -0.14
C 1.09374 0.75920 -2.93078 -0.06 0.11 -0.02
O 0.25816 1.90415 -2.98203 -0.08 -0.09 0.06
C 0.64031 2.88476 -2.02550 0.26 0.21 0.02
O -0.15250 3.99856 -2.16809 0.03 -0.10 0.17
C -1.32823 3.99273 -1.37543 -0.26 0.32 -0.06
C -1.09022 4.25997 0.11710 -0.29 -0.49 0.05
O -1.57654 5.53744 0.48667 0.26 -0.02 -0.14
C -0.87164 -0.00722 -1.58959 -0.26 -0.15 -0.27
H -3.05577 -4.76439 -2.60276 0.20 0.07 0.06
H -3.71215 -3.29251 -3.29657 -0.17 0.13 0.11
H -4.30367 -3.92726 -1.71834 0.00 0.36 0.10
H -4.03220 -0.50660 -1.96964 -0.37 0.00 -0.02
H -3.22533 1.15018 -0.79851 -0.18 0.16 -0.03
H -3.78817 -1.44530 1.16367 -0.20 0.14 0.20
H -0.88835 -2.30661 0.93641 -0.29 0.10 -0.07
H -0.33717 -2.80102 -0.66531 -0.32 -0.02 -0.06
H 0.69726 -0.21480 0.56596 -0.14 -0.02 0.03
H 2.01052 -2.94696 0.59310 0.00 -0.01 0.03
H 1.27147 -2.22952 2.01519 0.09 0.18 0.09
H 4.03746 -1.30332 2.94478 -0.03 -0.09 -0.08
H 2.33981 -0.80168 3.15458 -0.07 -0.06 -0.09
H 3.45047 2.46415 3.16281 0.11 -0.07 -0.23
H 2.94683 1.16526 4.21962 -0.03 0.04 0.01
H 1.39457 1.56649 1.64381 0.27 0.22 -0.06
H 0.83408 0.99761 3.20766 -0.02 0.01 -0.03
H 0.17937 3.15311 2.87596 -0.12 0.11 0.08
H 1.52898 -2.20137 -1.56076 0.34 0.06 -0.12
H 2.39434 -0.67546 -1.26925 0.01 0.00 0.00
H 0.17537 -1.16391 -3.05474 -0.14 -0.14 0.16
H 2.02246 1.02719 -2.41969 0.00 -0.16 0.09
H 1.36639 0.48840 -3.95061 -0.06 0.09 -0.04
H 1.68044 3.18571 -2.18738 -0.04 -0.03 -0.19
H 0.58635 2.46730 -1.00278 -0.10 -0.04 -0.04
H -1.94894 4.80871 -1.74298 0.06 0.01 -0.06
H -1.90521 3.07317 -1.54088 0.19 -0.11 0.00
H -0.02471 4.16261 0.34866 0.03 0.22 -0.03
H -1.61183 3.48622 0.69392 0.03 0.01 0.04
H -2.23731 5.43333 1.17074 -0.09 0.08 0.12
H -1.58940 0.22162 -2.38089 -0.05 0.06 0.06
H -0.73863 0.91772 -1.02746 0.20 -0.07 0.08
O -5.23358 -0.19770 -5.14750 2.20 -0.74 -0.03
P -5.56313 -1.01496 -6.32998 -4.57 0.36 -0.07
O -5.84879 -0.10999 -7.60427 0.64 -0.10 0.01
C -4.83767 0.77498 -8.11693 0.18 0.25 -0.12
C -3.72385 0.02965 -8.82284 -0.03 -0.16 0.09
O -7.05350 -1.57402 -6.04715 0.38 -0.19 -0.27
C -7.73998 -1.39630 -4.81025 -0.30 0.07 0.18
C -8.72347 -0.25036 -4.90017 0.02 0.07 -0.15
O -4.97727 -2.32696 -6.95816 1.54 0.34 0.58
C -5.60053 -3.62641 -7.04899 0.09 -0.43 -0.06
C -6.49045 -3.70812 -8.26363 -0.06 0.20 -0.08
H -4.44551 1.38833 -7.30233 -0.05 -0.04 0.05
H -5.35031 1.43783 -8.81095 -0.10 -0.06 0.02
H -3.14859 -0.58145 -8.12379 0.02 0.03 0.00
H -3.04233 0.73491 -9.29813 -0.02 0.02 0.00
H -4.13029 -0.63726 -9.58301 0.00 0.05 -0.04
H -7.03519 -1.24594 -3.99215 0.10 0.07 -0.09
H -8.27031 -2.33221 -4.61898 0.03 -0.01 -0.07
H -8.21145 0.67509 -5.16509 0.04 0.00 0.08
H -9.23939 -0.10801 -3.94980 0.01 -0.02 0.00
H -9.46603 -0.44925 -5.67303 -0.02 -0.02 0.03
H -6.12783 -3.87264 -6.12958 -0.10 0.26 0.04
H -4.77644 -4.33369 -7.14212 0.10 0.12 0.00
H -7.29675 -2.97879 -8.21280 -0.04 -0.03 0.09
H -6.92259 -4.70658 -8.33475 0.02 -0.01 -0.01
H -5.91701 -3.50723 -9.16864 0.03 -0.08 0.01
O 4.88541 -0.96748 7.22339 -0.96 0.55 -1.06
P 5.86082 0.11871 7.11911 2.19 -0.60 2.38
O 7.17469 -0.28556 6.31401 -0.35 0.14 -0.45
C 7.04157 -0.81311 4.98700 0.03 -0.17 -0.27
C 6.63397 0.24581 3.98404 -0.07 0.08 0.09
O 6.53257 0.37547 8.54981 -0.16 0.31 -0.21
C 6.10737 -0.31199 9.73089 0.00 -0.14 0.37
C 7.03970 -1.46033 10.04471 0.14 0.00 -0.14
O 5.56799 1.59337 6.67378 -0.89 -0.16 -0.62
C 5.73888 2.78590 7.46513 -0.08 0.38 -0.01
C 7.16486 3.27559 7.40231 0.13 -0.15 -0.05
H 6.31989 -1.63434 4.99774 0.00 0.01 0.07
H 8.01283 -1.23257 4.73028 0.05 0.05 0.11
H 5.62651 0.60958 4.18995 0.00 0.00 -0.06
H 6.64549 -0.16476 2.97372 0.00 -0.01 0.00
H 7.30738 1.10217 4.02502 0.05 -0.04 -0.02
H 5.07820 -0.65477 9.62977 0.02 -0.03 -0.17
H 6.13103 0.42401 10.53696 0.03 0.05 -0.06
H 7.07863 -2.16220 9.21111 -0.09 -0.03 0.02
H 6.70753 -1.99186 10.93694 -0.02 0.02 0.00
H 8.05212 -1.09223 10.21397 -0.01 0.00 0.03
H 5.39921 2.62634 8.48659 0.10 -0.23 0.02
H 5.07068 3.52346 7.02122 -0.04 -0.09 -0.09
H 7.85441 2.53400 7.80288 -0.04 -0.01 0.09
H 7.26439 4.19575 7.97874 -0.01 0.01 -0.01
H 7.45339 3.47399 6.36964 -0.04 0.06 0.00


[2]
113
Properties=species:S:1:pos:R:3:forces:R:3 method="wB97M-V/def2-TZVPD" multiplicity=1 energy_ev=-143142.954 gap_ha=0.199 homo_ev=-3.49 mol_weight_g_mol=982.05 charge=-1
C 1.15547 1.94078 0.08677 0.32 0.10 0.18
C 2.12931 1.12762 -0.76810 -0.20 -0.13 0.24
C 2.81827 0.05772 0.09615 -0.49 0.02 -0.32
C 1.41102 0.46723 -1.94547 0.52 0.16 -0.22
C 0.68251 1.45478 -2.86850 -0.07 -0.04 0.05
C 0.88075 1.12152 -4.35632 0.17 -0.19 0.25
C -0.81792 1.62315 -2.53504 -0.03 0.08 -0.03
O -1.28421 0.64792 -1.63735 0.11 -0.05 -0.09
C -2.64561 0.22467 -1.88094 -0.49 0.00 0.26
C -2.71669 -1.31720 -2.05288 0.00 0.28 -0.21
C -1.41668 -1.88878 -2.61467 -0.15 -0.55 0.06
C -0.69270 -2.86544 -1.67649 0.02 0.18 0.00
I -1.79952 -2.92368 -4.51958 0.07 0.14 -0.05
P -3.46264 0.59835 -0.36746 0.80 -0.25 0.35
S -2.62797 -0.03650 1.33859 -0.20 0.07 0.12
H 1.62552 2.21160 1.03399 0.03 0.03 0.07
H 0.26378 1.35658 0.31110 -0.14 -0.02 -0.02
H 0.86644 2.87344 -0.39883 -0.13 -0.02 -0.13
H 2.89448 1.79927 -1.16589 0.05 0.07 -0.10
H 2.15041 -0.23216 0.90640 0.07 -0.05 0.17
H 3.75757 0.40792 0.51415 0.08 -0.01 0.14
H 2.99096 -0.83391 -0.50750 0.26 -0.06 -0.02
H 2.17018 -0.04999 -2.54245 0.04 -0.06 0.00
H 0.73811 -0.29325 -1.55757 -0.15 0.01 0.01
H 1.16069 2.42057 -2.69124 -0.03 0.16 -0.09
H 1.76970 1.61461 -4.74649 0.09 0.00 -0.10
H 0.03112 1.42974 -4.95354 -0.04 0.13 -0.15
H 1.02299 0.04863 -4.50447 -0.11 -0.12 -0.01
H -0.98462 2.62495 -2.12171 -0.02 0.02 0.10
H -1.41743 1.56935 -3.44357 -0.05 -0.03 -0.08
H -2.91764 -1.84189 -1.11103 0.07 -0.13 0.07
H -3.55095 -1.54451 -2.71177 -0.07 -0.02 -0.03
H -0.74223 -1.10338 -2.91678 -0.03 0.13 -0.17
H 0.29874 -2.48064 -1.43897 0.11 -0.04 0.00
H -0.58577 -3.85945 -2.09733 0.07 -0.08 -0.04
H -1.24092 -2.95557 -0.74266 -0.04 0.03 0.11
H -4.75989 0.07340 -0.45763 -0.18 0.20 -0.22
H -3.63887 1.98614 -0.26075 -0.21 0.06 -0.15
O 0.00680 1.87699 -7.48106 0.06 0.27 0.08
S 0.20784 0.98074 -8.57378 -0.13 -0.21 -0.08
O 1.41117 1.06456 -9.34419 0.10 0.02 -0.01
O -1.04343 1.09050 -9.55341 0.03 -0.09 -0.05
C -1.45152 2.41803 -9.94602 -0.13 0.29 -0.07
C -0.56108 3.00915 -11.01996 0.10 -0.09 0.04
C -0.04149 -0.67269 -8.04600 -0.05 -0.08 0.02
H -1.49206 3.05355 -9.06060 0.05 -0.05 0.03
H -2.46819 2.29048 -10.31184 0.00 -0.09 0.01
H 0.43952 3.20936 -10.64093 0.00 0.00 0.02
H -0.99097 3.94648 -11.37484 -0.04 0.00 0.01
H -0.46962 2.32187 -11.86078 -0.04 0.01 -0.02
H -0.97528 -0.73685 -7.49358 0.01 0.02 0.02
H 0.79552 -0.91763 -7.39591 0.01 0.01 0.02
H -0.04904 -1.32091 -8.91795 0.01 0.00 -0.01
O 1.84603 -0.10626 3.58043 0.11 0.21 0.09
S 0.93842 -0.82126 4.42781 -0.14 -0.40 -0.19
O 0.31835 -0.14671 5.52963 0.04 0.29 0.05
O 1.68810 -2.11582 4.97647 -0.07 -0.06 0.00
C 2.97251 -1.92621 5.60162 0.32 -0.02 0.16
C 2.85484 -1.41602 7.02422 -0.12 0.08 -0.03
C -0.27501 -1.62892 3.46319 -0.01 -0.05 0.01
H 3.58118 -1.26297 4.98505 -0.08 0.03 -0.05
H 3.43371 -2.91146 5.57975 -0.06 -0.03 -0.07
H 2.46629 -0.39914 7.05175 0.01 0.00 -0.01
H 3.83763 -1.42500 7.49752 0.02 -0.03 -0.02
H 2.17749 -2.04724 7.59939 0.03 -0.04 0.01
H 0.22486 -2.16636 2.66217 0.00 0.01 -0.02
H -0.91351 -0.85283 3.04288 -0.02 0.02 -0.04
H -0.84686 -2.29649 4.10259 -0.02 0.05 0.05
O 0.10365 7.55052 -1.37315 0.16 0.04 0.03
S -1.25523 7.58718 -0.92584 -0.19 -0.17 -0.13
O -1.55856 8.17786 0.34101 0.02 0.09 0.10
O -1.87529 6.13989 -1.01414 -0.03 0.05 0.01
C -1.13665 5.03608 -0.42052 0.19 -0.40 0.23
C -1.27373 4.98322 1.08498 -0.02 0.20 0.01
C -2.26667 8.32913 -2.16001 -0.01 0.03 -0.04
H -0.09313 5.09559 -0.73066 -0.02 0.14 -0.05
H -1.56451 4.14511 -0.87308 -0.12 0.11 -0.06
H -0.77647 5.82679 1.56297 0.02 0.00 -0.01
H -0.82733 4.05908 1.45244 -0.02 -0.04 -0.04
H -2.32438 5.00292 1.37303 -0.01 -0.07 0.00
H -2.05534 7.85511 -3.11382 0.00 -0.01 -0.01
H -2.00628 9.38460 -2.18737 0.02 0.01 0.02
H -3.30750 8.20058 -1.87736 -0.01 0.00 0.01
O -4.10882 -1.09608 5.21811 -0.06 -0.13 -0.15
S -3.21795 -1.12710 6.33253 0.03 0.19 0.23
O -2.11264 -2.03417 6.34280 0.04 -0.20 -0.12
O -4.08272 -1.36886 7.65716 0.06 0.06 0.07
C -5.00599 -2.47528 7.63200 -0.21 -0.20 -0.01
C -4.32241 -3.81278 7.83386 0.11 0.05 -0.04
C -2.64827 0.48883 6.70645 -0.05 0.06 -0.01
H -5.56824 -2.44887 6.69738 0.05 0.04 -0.03
H -5.69948 -2.26929 8.44536 0.04 0.07 0.03
H -3.68324 -4.06262 6.98910 -0.01 0.01 -0.01
H -5.07446 -4.59532 7.94290 -0.03 0.02 0.01
H -3.70119 -3.79210 8.72914 -0.03 -0.01 0.03
H -3.50399 1.15673 6.74386 -0.01 0.00 -0.01
H -1.96709 0.76500 5.90444 0.04 -0.03 0.00
H -2.11851 0.46027 7.65419 0.04 -0.02 -0.01
O 4.87357 -4.57313 3.88638 -0.04 0.18 0.12
S 5.11659 -5.52306 2.84527 -0.11 -0.16 -0.18
O 6.37808 -5.51081 2.17258 0.14 -0.01 0.01
O 3.94714 -5.46550 1.78537 -0.05 -0.06 0.06
C 3.54690 -4.17653 1.24499 -0.10 0.35 -0.16
C 4.56909 -3.62379 0.27751 0.21 -0.06 0.08
C 4.79296 -7.14830 3.43577 -0.01 -0.03 0.03
H 3.35388 -3.48181 2.06355 0.06 -0.10 0.10
H 2.59933 -4.38349 0.75361 0.01 -0.09 -0.01
H 5.48071 -3.33983 0.80225 0.01 0.02 -0.01
H 4.17634 -2.73891 -0.22043 -0.09 -0.01 0.03
H 4.83773 -4.36556 -0.47431 -0.08 -0.01 -0.02
H 3.81874 -7.15733 3.91547 -0.01 0.00 0.00
H 5.57728 -7.38345 4.15137 0.02 0.02 0.00
H 4.82610 -7.83512 2.59507 0.01 0.00 -0.01


[3]
97
Properties=species:S:1:pos:R:3:forces:R:3 method="wB97M-V/def2-TZVPD" multiplicity=2 energy_ev=-108057.782 gap_ha="0.391 / 0.184" homo_ev="-19.26 / -19.26" mol_weight_g_mol=544.73 s_squared=0.752 charge=+4
C -1.03853 4.35863 1.89168 -0.50 1.87 1.15
C -0.12492 3.25313 1.49365 -0.42 -1.49 -1.06
C 0.93954 2.85508 2.47896 1.31 0.67 -0.54
N 1.74929 1.57146 2.11102 0.03 -0.76 1.44
C 2.29847 1.53770 0.65891 -1.12 0.24 0.68
C 2.90435 1.38212 3.19651 1.07 -0.55 -1.62
C 2.45315 0.37473 4.24108 -1.01 0.63 0.01
C 1.68966 -0.62273 3.37866 0.63 0.82 -0.29
C 0.88058 0.32121 2.45588 -0.39 -0.91 -0.81
H -1.77504 4.68625 1.15798 0.12 -0.55 -0.36
H -0.46603 5.27122 2.05761 0.32 0.11 -0.09
H -1.58787 4.30723 2.83173 0.03 -0.76 0.13
H 0.28052 3.59038 0.53972 0.54 -0.24 -0.05
H -0.65497 2.32779 1.26806 -0.56 -0.04 -0.16
H 0.54279 2.74810 3.48854 0.14 -0.35 -0.05
H 1.66973 3.66429 2.48908 0.26 -0.12 0.31
H 3.03396 0.74865 0.50219 -0.06 0.06 0.49
H 2.69971 2.49914 0.33839 0.18 0.03 0.58
H 1.44377 1.34678 0.00995 -0.03 -0.05 0.12
H 3.65024 0.84381 2.61173 0.25 0.19 -0.08
H 3.37117 2.33240 3.45563 -0.58 0.04 0.27
H 3.26014 -0.10861 4.79176 0.11 0.45 -0.04
H 1.76491 0.88890 4.91195 0.08 -0.27 0.46
H 2.43302 -1.15909 2.78889 0.11 0.11 -0.43
H 1.21239 -1.45311 3.89902 -0.75 0.61 0.14
H 0.59915 -0.25257 1.57289 0.21 0.44 -0.48
H -0.07649 0.69692 2.81777 0.27 -0.05 0.53
C 3.13033 -6.17224 -2.93342 -1.27 0.42 -0.48
C 2.40670 -5.70400 -1.65619 0.53 -0.13 0.77
C 0.84362 -5.76526 -1.69556 1.11 1.33 -0.23
N 0.17315 -4.97783 -0.53371 -0.52 0.01 0.01
C 0.72931 -5.46281 0.83021 -0.90 -0.50 -0.37
C -1.35825 -5.18383 -0.59959 0.81 -0.84 0.03
C -1.97302 -3.99341 0.09444 -1.79 0.25 0.03
C -0.96131 -2.86046 0.16666 1.53 -0.73 -0.76
C 0.25783 -3.44144 -0.66353 0.49 -0.06 1.67
H 2.86835 -7.21316 -3.12302 0.64 -0.09 0.00
H 4.19010 -5.92384 -2.99070 0.03 -0.58 0.69
H 2.76351 -5.62776 -3.80353 -0.42 0.11 -0.07
H 2.79382 -4.72506 -1.37351 -0.62 0.73 -0.49
H 2.84046 -6.22179 -0.80071 -0.44 -0.84 -0.01
H 0.38004 -6.74772 -1.78473 0.30 -0.14 0.58
H 0.54415 -5.24352 -2.60452 -0.19 0.16 0.02
H 1.71825 -5.10614 1.11812 -0.03 0.15 -0.73
H 0.71728 -6.55110 0.77039 0.28 0.04 -0.10
H 0.05508 -5.24150 1.65758 -0.28 0.44 -0.33
H -1.65846 -6.15118 -0.19684 0.37 0.04 0.41
H -1.61057 -5.29299 -1.65435 0.11 0.57 -0.09
H -2.42878 -4.20452 1.06182 0.59 -0.37 0.24
H -2.87949 -3.74691 -0.45841 0.14 0.35 -0.37
H -0.66529 -2.65616 1.19561 0.09 -0.15 0.01
H -1.26001 -1.89872 -0.25038 -0.26 -0.19 -0.16
H 1.21446 -3.21560 -0.19241 -0.01 0.35 -0.17
H 0.28976 -3.05609 -1.68264 -0.24 -0.72 -0.15
C 1.80011 4.37102 -5.47995 0.06 -1.36 0.73
N 1.81889 3.50288 -4.20208 -0.36 -1.65 0.20
C 0.51422 3.67936 -3.46526 -0.19 0.28 -0.61
C 1.83538 2.00479 -4.63284 0.45 0.56 -0.18
C 2.99137 3.94700 -3.28209 0.48 1.00 -2.77
C 4.38035 3.56868 -3.92773 -0.93 0.55 -0.01
O 4.57713 2.22125 -3.79714 0.07 -1.91 0.87
H 1.92294 5.41367 -5.18688 -0.01 -0.15 -0.26
H 0.85741 4.17670 -5.99148 0.04 0.19 0.08
H 2.61013 3.95149 -6.07657 -0.07 0.63 -0.15
H 0.29055 4.74606 -3.45064 -0.10 -0.11 0.25
H 0.47057 3.23300 -2.47180 0.73 0.20 0.05
H -0.25676 3.14393 -4.01935 -0.01 0.35 -0.29
H 0.94387 1.83040 -5.23525 -0.06 0.08 0.23
H 1.89653 1.33839 -3.77245 -0.25 0.38 0.16
H 2.69519 1.73934 -5.24795 0.03 0.57 0.10
H 2.70508 3.77951 -2.24379 0.58 -0.47 -0.19
H 2.94150 5.00960 -3.51977 0.10 0.30 0.95
H 5.21247 4.17323 -3.56690 -0.22 0.16 0.68
H 4.37208 3.79071 -4.99484 -0.48 0.54 -0.13
H 5.26942 1.88553 -4.37127 0.27 0.13 -0.04
C -5.21072 1.81845 3.82951 -0.80 0.03 -0.39
N -4.97292 0.66746 2.87323 2.14 -0.31 -0.38
C -3.73522 -0.13880 3.48851 -0.48 1.32 -0.24
C -6.14991 -0.29178 2.76451 1.34 1.09 0.10
C -4.61246 1.26677 1.42298 -0.16 -1.93 0.30
C -3.75302 0.30019 0.47525 -1.09 1.16 0.61
O -2.41422 0.46323 0.77379 1.68 0.04 0.79
H -5.55807 1.43311 4.78813 0.51 -0.11 0.05
H -6.02757 2.45767 3.49446 -0.08 -0.22 -0.46
H -4.33624 2.46687 3.88358 0.11 -0.43 0.21
H -3.33739 -0.97013 2.90651 -0.76 0.10 -0.40
H -3.98881 -0.47839 4.49274 -0.37 0.06 -0.18
H -2.91650 0.57470 3.58184 -0.17 0.13 -0.04
H -6.36667 -0.61581 3.78241 -0.22 -0.20 -0.26
H -5.71508 -1.07253 2.14044 -0.84 -0.26 0.03
H -6.95838 0.28428 2.31436 -0.13 -0.48 0.02
H -4.11974 2.21939 1.61754 0.28 -0.28 -0.16
H -5.56026 1.46329 0.92184 -0.14 -0.01 0.31
H -3.86241 0.60341 -0.56599 -0.84 0.21 0.03
H -3.97540 -0.76663 0.49859 -0.71 0.02 0.41
H -1.96599 0.65757 -0.05259 0.18 0.12 0.14
Br -0.58558 0.52663 -1.83207 0.15 -0.10 -0.34